# 1
Computed, not measured: C39H44BrCsN6O2 as an isolated structure in a non-equilibrium geometry, with the ωB97M-V functional and the def2-TZVPD basis.

Last column: Mulliken charge in e.
Cartesian coordinates (Å):
C -5.129 -1.892 2.881  -0.9634
H -0.182 -0.255 -3.848  0.1043
H -0.887 3.761 0.624  -0.3338
C 0.037 1.144 -5.477  -0.2351
H 2.159 -5.189 -2.465  0.4205
C 3.783 -6.103 -1.412  -0.6828
H -3.178 -2.114 1.237  0.4222
C 0.432 0.710 3.747  -0.5839
H 0.880 5.391 -1.910  0.2489
H 4.015 -6.794 -2.215  0.3474
C -3.296 0.924 -1.769  -0.9333
C 0.128 -3.645 -1.373  -0.0472
N 3.404 0.985 -2.975  -0.1743
H 0.142 -5.626 -0.565  0.4058
C 1.781 0.845 3.433  1.3151
H -4.831 0.510 3.976  0.2898
C 2.738 -5.204 -1.550  -0.1059
H -3.331 -4.579 -2.844  0.3643
H 0.015 3.530 -3.048  0.1534
H -4.960 1.430 -3.043  0.2989
C -0.013 2.975 3.022  0.3206
C 4.224 -5.247 0.781  -0.6298
C -2.822 0.304 -0.611  0.4166
H -5.371 -1.917 3.951  0.3565
H 2.369 -1.170 3.051  0.2331
C -3.304 -1.044 1.432  -1.3266
C 6.025 1.867 -3.232  0.3333
C 4.964 2.729 -3.506  -0.4845
H -6.611 0.229 -1.627  0.3414
H -4.781 -2.881 2.584  0.2904
C -5.559 0.260 -1.350  -0.6303
C -0.363 5.467 2.742  -1.7811
C 5.759 0.573 -2.784  -0.4976
C -4.635 0.921 -2.138  -0.5290
C -0.447 1.761 3.551  -0.4029
C 1.353 4.059 -0.451  -0.2289
H -2.239 2.919 1.364  -0.1901
H 2.833 2.867 -3.545  0.2543
H 2.969 -3.620 1.405  0.4507
C 1.339 3.115 2.745  0.1266
H 0.343 5.550 1.920  0.2414
H -2.593 1.450 -2.413  0.3134
C 1.409 -3.211 -0.717  -1.0086
C -5.127 -0.385 -0.202  -0.1628
C -0.412 -4.910 -1.159  -0.2461
Cs 0.781 0.537 -0.243  0.8348
H -1.296 4.258 -2.333  0.2065
C -1.004 4.080 2.743  0.5251
N -0.408 3.792 -2.156  -0.2428
H -1.122 6.238 2.612  0.4508
H -2.309 -0.643 1.662  0.0299
H -2.393 -2.318 -3.216  0.3282
H 3.713 -0.044 3.216  0.3250
H 3.265 2.216 2.713  0.2170
H -6.064 -1.681 2.333  0.2895
C -0.609 -2.724 -2.108  0.9586
C 2.218 2.070 2.952  -1.2482
H -5.863 -0.925 0.388  0.1334
N 1.640 -2.052 -0.352  -0.2013
C -4.541 0.421 2.923  -0.6685
C 4.522 -6.139 -0.240  -0.3371
C 2.422 -4.311 -0.526  0.2189
H 5.139 3.747 -3.826  0.4036
H 4.181 -0.795 -2.317  0.4730
C 2.731 -0.305 3.602  -1.4710
N 0.425 4.639 -1.392  -0.2392
H -1.772 4.041 3.530  0.5524
H -2.308 4.673 1.122  0.5186
Br 7.824 2.417 -3.568  -0.2089
H 0.067 -0.228 4.154  0.3074
C -1.659 3.838 1.381  -0.1985
C 3.688 2.233 -3.352  -0.1494
C -1.651 -5.240 -1.682  -0.7419
O 2.202 4.864 -0.059  -0.8379
C -2.362 -4.319 -2.435  -0.5829
N -0.094 0.386 -4.612  0.1237
H 4.796 -5.269 1.702  0.3531
H -2.061 -6.228 -1.502  0.3609
C -3.789 -0.349 0.173  0.5239
H 2.830 -0.579 4.654  0.3558
O 1.161 2.884 -0.114  -0.1511
C 3.198 -4.337 0.630  -0.3006
H 6.561 -0.109 -2.538  0.4227
H -1.491 1.633 3.817  0.2442
H -0.185 -1.736 -2.221  -0.4586
C 4.439 0.196 -2.669  -0.3419
H -3.725 1.107 2.708  -0.0785
H 0.156 5.650 3.681  0.3899
C -1.838 -3.052 -2.644  -0.0678
H 5.325 -6.857 -0.121  0.3412
H -5.404 0.712 2.302  0.3763
H 1.720 4.038 2.338  0.2137
N -4.084 -0.922 2.669  0.1769

Cartesian forces (eV/Å) of the 6 atoms listed first:
C 0.000 0.055 0.088
H -0.061 0.021 0.070
H 0.001 -0.088 -0.159
C 0.028 0.175 -0.210
H -0.065 0.010 -0.042
C 0.100 -0.215 -0.036

Summary:
E_HOMO in eV: -0.88
Net charge: -2
Calculated total energy in hartree: -4585.58202
Strongest force on any atom in eV Å⁻¹: 2.11
Energy relative to the best compared isomer or geometry (same formula, charge and spin) in kcal/mol: 63.6

# 2
Computed, not measured: a 5-piece molecular cluster, C39H44BrN4O19 overall in a non-equilibrium geometry, with the ωB97M-V functional and the def2-TZVPD basis.

Last column: Mulliken charge in e.
Cartesian coordinates (Å):
H -0.915 -5.310 -0.985  0.6733
H -1.806 -4.069 -3.493  0.1613
H 3.150 0.417 -2.401  0.4139
C -1.251 -1.923 -1.601  -1.7091
H -0.393 -1.085 0.998  0.4803
H 3.009 -1.750 -3.176  0.1406
H 2.460 -1.645 0.984  0.4527
H 0.341 -3.554 -8.382  0.3708
C 2.626 -1.453 -0.076  -1.9138
H 1.703 -5.128 -2.369  0.5232
C 2.046 -2.979 -7.932  0.2063
H 5.707 4.063 1.598  0.4570
H -4.950 1.618 6.118  0.6389
N 1.235 -4.539 -4.297  -0.3045
C 0.475 -2.823 -0.040  -0.2516
O -4.073 3.474 7.816  -0.5638
H 0.391 -4.365 -4.837  0.2032
H 1.621 -5.404 -4.660  0.2642
C -0.482 -2.785 2.271  -0.9044
C -6.496 2.814 5.167  0.9664
C -5.047 3.582 6.928  0.2440
C 3.031 5.988 3.887  -1.1118
O -2.626 0.456 -0.456  -0.5346
C -1.019 2.251 4.597  0.2697
C 2.766 0.067 -0.291  1.6201
O -6.915 1.975 4.388  -0.6588
H 3.379 -3.404 -2.819  0.2267
O 0.918 -3.589 -7.591  -0.5465
C -1.697 1.493 5.476  -0.9521
H -0.584 -1.054 -1.615  0.6080
N 1.501 -2.074 -0.782  1.5212
H 2.198 0.591 0.480  0.1333
O -8.111 4.291 4.224  -0.5659
H 2.197 3.223 1.649  0.3347
O -2.629 -4.345 -1.587  -0.3664
H -7.248 6.145 5.933  0.4282
H -8.168 3.422 3.779  0.3703
C -3.017 -0.570 -0.921  0.7493
H -0.012 -5.352 -2.812  0.5533
C -4.228 -0.768 -1.777  -1.3174
N 2.794 -2.598 -2.681  -0.1430
H -1.513 -2.965 2.570  0.2799
H 2.133 1.624 -1.635  0.3954
C -2.237 1.202 2.616  -1.1657
H -3.503 -4.544 -3.403  0.3025
C 4.245 0.452 -0.072  -1.6795
H -2.248 -5.746 -3.074  0.3285
H -3.929 -0.708 -2.825  0.2908
O 5.264 -1.978 -6.868  -0.6399
H 3.545 -1.967 -0.350  0.3448
H 0.225 3.559 4.113  0.3188
O 1.484 4.491 2.895  -0.5929
O -2.285 -1.725 -0.664  -0.1163
H 4.460 1.367 -0.622  0.3635
C -5.720 4.938 6.907  1.0019
H 4.898 -0.320 -0.484  0.5046
O 5.412 -0.982 -9.293  -0.5470
C 1.652 -2.678 -1.947  -0.6730
H -1.540 1.554 6.543  0.5336
C -5.421 2.590 6.107  -0.9942
O -0.100 3.135 4.940  -0.5749
H 0.288 -3.147 2.945  0.2910
H 4.474 0.628 0.977  0.3132
C 0.853 -4.705 -2.903  -1.2395
H 5.762 7.365 4.481  0.3752
H 2.280 6.474 4.493  0.4891
Br 1.376 -4.503 0.663  -0.0092
C 2.342 0.555 -1.678  -1.6201
H -1.628 -2.045 -2.621  0.7068
H -4.937 0.027 -1.571  0.4166
H -4.652 -1.752 -1.591  0.3444
O -0.592 2.885 2.402  -0.6394
O 4.802 7.315 4.663  -0.5617
C 3.256 -1.758 -9.803  -1.0168
O -3.349 -0.162 5.714  -0.6861
H -4.025 4.340 8.271  0.3733
C 2.625 4.913 3.023  1.0261
C -6.783 5.169 5.952  -1.0081
H -1.662 -4.233 0.169  0.3674
O 6.509 6.068 3.131  -0.6004
C -2.682 0.554 4.987  0.9760
C -2.906 0.445 3.496  0.4779
C -0.152 -2.142 1.101  -0.2961
H 3.058 -3.209 -6.082  0.4617
H -2.385 1.135 1.548  0.6174
C 5.370 5.656 3.049  1.0517
C -1.260 2.152 3.106  1.2403
C 4.955 4.559 2.195  -0.9358
O -3.814 -0.458 3.148  -0.6081
H -4.146 -0.844 3.983  0.3587
C -7.152 4.176 5.130  0.3769
C -2.526 -4.693 -2.949  -0.5615
C 4.294 -1.607 -8.965  0.2964
O 1.081 -2.663 -10.023  -0.6173
C -1.414 -4.342 -0.885  -1.1228
O 3.159 3.223 1.445  -0.4371
C 4.326 6.346 3.908  0.3277
C 4.272 -2.150 -7.553  1.1214
C 2.073 -2.458 -9.350  0.9190
O -5.315 5.763 7.704  -0.6260
H 3.264 -1.375 -10.813  0.4358
N 0.534 -3.351 -2.341  0.6732
C 3.081 -2.832 -7.096  -0.8280
H 5.996 -1.020 -8.511  0.3707
C -0.462 -3.192 -1.232  0.7691
H 1.436 0.083 -2.063  0.2833
C 3.664 4.208 2.182  0.1061

Cartesian forces (eV/Å) of the 6 atoms listed first:
H 0.091 0.031 0.024
H 0.007 0.030 0.031
H -0.021 -0.049 -0.029
C -0.021 -0.011 -0.185
H -1.366 -0.376 -0.901
H 0.140 0.038 0.122

Summary:
E_HOMO in eV: -10.84
Net charge: +1
Calculated total energy in hartree: -5734.76225
Strongest force on any atom in eV Å⁻¹: 2.04

# 3
Computed, not measured: C39H44F5N7OSTi as an isolated structure in a non-equilibrium geometry, with the ωB97M-V functional and the def2-TZVPD basis.

Last column: Mulliken charge in e.
Cartesian coordinates (Å):
C 7.260 15.551 14.620  -1.8139
H 14.066 9.207 13.098  0.3225
C 11.547 17.639 11.213  -1.7112
H 15.380 9.085 11.083  0.4253
H 5.404 16.203 13.039  0.7323
F 8.418 13.832 6.714  -0.3086
H 10.737 17.729 14.407  0.2620
C 11.510 13.411 9.360  -0.2884
C 10.435 20.458 15.516  -0.5236
H 12.906 7.586 14.096  0.2127
C 11.769 7.514 14.079  -0.5690
C 9.400 14.404 8.691  -0.2259
H 10.742 21.399 15.128  0.4578
H 12.229 18.505 11.367  0.6775
C 10.386 14.202 9.684  0.2153
H 11.493 19.509 9.504  0.3976
C 10.979 18.142 13.439  -1.6951
H 7.054 17.924 16.150  0.3901
C 8.548 14.906 15.070  0.9224
H 14.757 10.700 11.322  0.3688
H 13.436 17.095 12.921  0.3086
C 6.478 14.795 11.841  0.3624
F 10.641 12.333 5.988  -0.2866
C 5.399 14.071 11.406  -1.0638
H 9.103 12.903 11.363  0.9915
C 8.045 19.429 9.581  -1.0903
H 10.075 13.678 17.867  0.3964
C 9.453 13.696 7.492  0.3940
C 10.305 18.173 10.591  1.1640
H 12.289 10.770 11.703  0.0509
H 11.427 14.011 13.780  0.9795
N 11.336 17.034 12.550  0.9753
H 6.665 15.840 15.488  0.3789
C 11.355 9.868 13.204  0.2600
C 12.614 16.372 12.978  -1.1772
C 9.027 17.656 10.946  1.0928
F 12.639 12.048 7.892  -0.3313
N 12.304 9.898 12.232  0.0672
Ti 9.342 15.820 12.164  0.1960
H 4.972 12.103 10.563  0.4284
H 12.487 15.954 14.009  0.2990
H 7.599 18.532 13.086  0.6067
C 11.540 12.833 8.104  0.5697
H 6.325 16.936 11.749  0.5713
C 8.697 14.549 16.401  -0.8292
H 6.677 14.693 14.272  0.6286
C 10.681 14.165 14.531  -1.3113
H 12.856 15.553 12.302  0.2365
C 10.565 12.938 7.159  0.1905
H 6.953 19.385 15.230  0.5171
H 9.539 20.548 8.369  0.4527
H 10.326 8.952 14.553  0.2527
H 11.598 5.518 13.217  0.3264
H 12.110 16.887 10.619  0.5408
H 11.426 18.240 17.832  0.3578
H 13.964 9.504 10.120  0.3233
N 7.801 14.374 11.796  1.1698
C 8.880 18.807 15.550  1.3145
C 7.171 17.913 13.875  -0.9696
C 14.467 9.672 11.092  -1.5343
H 10.272 6.654 12.780  0.2745
C 7.937 18.365 10.458  -0.5834
H 9.268 17.156 16.908  0.6269
C 10.898 13.696 15.872  -1.2164
H 6.945 18.122 10.773  0.4691
N 9.274 19.969 15.056  -0.5263
H 11.938 6.873 12.040  0.2931
H 11.850 13.258 16.147  0.5519
C 5.707 12.823 10.931  -0.6708
F 8.352 15.189 8.964  -0.3318
C 8.084 13.206 11.268  -0.6765
S 10.374 11.233 13.446  -0.4329
C 11.196 19.867 16.524  -0.3927
C 7.037 12.406 10.849  -1.1588
N 11.138 8.818 13.985  -0.1048
H 13.366 8.065 11.956  0.1021
C 6.341 16.165 12.487  -1.4689
C 13.598 9.143 12.128  -0.0260
C 10.453 19.192 9.692  -0.6140
C 7.461 18.420 15.265  -1.6611
O 10.288 14.857 10.853  0.2296
C 11.376 6.589 12.922  -0.9090
N 7.440 16.474 13.492  0.4339
H 11.820 18.770 13.532  0.4697
C 9.317 19.814 9.105  -0.9403
C 9.570 18.092 16.542  -0.3679
H 4.354 14.426 11.562  0.4954
C 9.906 13.938 16.796  -0.6097
C 10.750 18.662 17.063  -0.8157
N 9.526 14.756 14.173  1.7325
H 7.303 11.372 10.529  0.4549
H 11.492 7.053 15.038  0.4330
H 7.905 14.767 17.129  0.4729
H 6.083 18.080 13.887  0.3501
H 10.124 18.607 12.992  0.6723
H 7.107 19.896 9.178  0.3605
H 11.999 20.495 16.916  0.4389
F 12.498 13.176 10.259  -0.4128

Cartesian forces (eV/Å) of the 6 atoms listed first:
C 0.214 -1.686 -0.208
H 0.331 -0.019 0.407
C 1.461 -0.294 0.268
H 0.167 -0.064 -0.081
H -0.304 0.051 -0.066
F -0.827 -0.126 -1.346

Summary:
E_HOMO (alpha / beta) in eV: -10.15 / -10.31
Net charge: +1
Spin multiplicity: 2
Calculated total energy in hartree: -3717.85071
Strongest force on any atom in eV Å⁻¹: 3.23
Energy relative to the best compared isomer or geometry (same formula, charge and spin) in kcal/mol: 19.6
⟨S²⟩: 0.754